Entry 1:
{
  "formula": "C3H4NO2",
  "method": "ωB97M-V/def2-TZVPD",
  "energy_ha": -321.798100,
  "gap_ev": [6.12, 6.12],
  "homo_energy_ev": [-1.855, -1.854],
  "relative_energy_ev": 5.839,
  "charge": -1,
  "lumo_energy_ev": [4.26, 4.26],
  "species": ["O", "C", "C", "C", "N", "O", "H", "H", "H", "H"],
  "positions_angstrom": [[2.251, 0.625, -0.281], [1.142, 0.135, -0.047], [0.290, -0.966, -0.483], [-0.053, -0.088, 0.720], [-1.097, 0.920, 0.426], [-1.853, 0.510, -0.617], [-0.418, -0.667, -1.135], [0.611, -1.903, -0.439], [-0.243, -0.320, 1.850], [-0.631, 1.755, 0.005]]
}

---

Entry 2:
{
  "formula": "C37H37F5NiP2",
  "method": "ωB97M-V/def2-TZVPD",
  "energy_ha": -4122.160146,
  "gap_ev": [7.50, 6.38],
  "homo_energy_ev": [-7.337, -7.337],
  "spin_multiplicity": 3,
  "relative_energy_ev": 3.388,
  "charge": 0,
  "lumo_energy_ev": [0.16, -0.96],
  "species": ["Ni", "C", "C", "C", "C", "C", "C", "C", "C", "C", "H", "H", "H", "H", "H", "H", "H", "H", "H", "H", "H", "H", "H", "H", "H", "P", "P", "C", "C", "C", "C", "C", "C", "C", "C", "C", "C", "C", "C", "C", "C", "C", "C", "C", "C", "C", "C", "C", "C", "C", "C", "C", "C", "H", "H", "H", "H", "H", "H", "H", "H", "H", "H", "H", "H", "H", "H", "H", "H", "H", "H", "H", "H", "H", "H", "F", "C", "F", "C", "F", "F", "F"],
  "positions_angstrom": [[0.935, 2.351, 1.533], [5.748, 1.918, -0.064], [4.873, 1.448, -0.977], [4.491, -0.014, -0.944], [3.992, -0.526, 0.443], [4.970, -0.675, 1.565], [6.308, -0.579, 1.510], [7.157, -0.206, 0.345], [7.141, 1.307, 0.011], [-0.105, 1.907, 3.034], [5.585, 2.716, 0.708], [4.366, 1.989, -1.799], [5.310, -0.639, -1.338], [3.663, -0.136, -1.658], [3.204, 0.159, 0.812], [3.523, -1.512, 0.263], [4.517, -1.099, 2.467], [6.881, -0.758, 2.423], [6.881, -0.816, -0.515], [8.208, -0.468, 0.536], [7.795, 1.835, 0.737], [7.624, 1.416, -0.978], [-0.747, 2.828, 3.120], [0.654, 1.806, 3.856], [-0.653, 0.943, 2.811], [-2.597, 0.417, -1.639], [-2.753, -1.459, 0.388], [-2.173, -1.262, -2.193], [-2.274, -2.183, -1.194], [-3.861, 0.814, -2.938], [-3.949, 0.197, -4.195], [-4.985, 0.528, -5.078], [-5.954, 1.463, -4.719], [-5.881, 2.066, -3.461], [-4.853, 1.745, -2.573], [-1.032, 1.307, -2.022], [0.007, 1.277, -1.057], [1.175, 2.016, -1.281], [1.321, 2.727, -2.492], [0.304, 2.713, -3.457], [-0.885, 2.011, -3.224], [-4.284, -2.501, 0.673], [-5.397, -2.301, -0.165], [-6.564, -3.050, 0.000], [-6.652, -4.030, 0.998], [-5.531, -4.266, 1.809], [-4.360, -3.507, 1.645], [-1.544, -2.225, 1.519], [-1.553, -1.769, 2.855], [-0.697, -2.352, 3.792], [0.180, -3.379, 3.403], [0.196, -3.815, 2.071], [-0.643, -3.221, 1.120], [-1.905, -1.458, -3.237], [-2.142, -3.265, -1.285], [-3.215, -0.549, -4.485], [-5.039, 0.049, -6.052], [-6.770, 1.708, -5.403], [-6.637, 2.792, -3.168], [-4.806, 2.206, -1.585], [-0.115, 0.725, -0.113], [1.990, 2.017, -0.530], [2.228, 3.309, -2.691], [0.422, 3.251, -4.400], [-1.690, 2.019, -3.967], [-5.335, -1.563, -0.962], [-7.411, -2.880, -0.663], [-7.569, -4.614, 1.131], [-5.567, -5.059, 2.561], [-3.497, -3.717, 2.279], [-2.228, -0.956, 3.144], [-0.722, -2.014, 4.831], [0.833, -3.852, 4.143], [0.856, -4.629, 1.764], [-0.593, -3.536, 0.078], [2.843, 4.539, 1.465], [2.704, 3.456, 2.324], [3.730, 2.557, 1.995], [3.031, 3.954, 3.753], [4.359, 4.235, 3.817], [2.366, 5.086, 4.054], [2.795, 3.036, 4.712]]
}

---

Entry 3:
{
  "formula": "C7H14N2O",
  "method": "ωB97M-V/def2-TZVPD",
  "energy_ha": -459.800091,
  "gap_ev": 10.23,
  "homo_energy_ev": -9.392,
  "relative_energy_ev": 2.143,
  "charge": 0,
  "lumo_energy_ev": 0.84,
  "species": ["C", "C", "C", "N", "C", "C", "C", "C", "N", "H", "H", "H", "H", "H", "H", "H", "H", "H", "H", "H", "H", "O", "H", "H"],
  "positions_angstrom": [[-0.941, 1.825, 1.181], [-1.071, 1.333, -0.239], [-2.133, 0.359, -0.611], [-0.736, -0.031, -0.644], [-0.235, -1.002, 0.319], [-0.887, -2.360, 0.081], [1.293, -1.123, 0.158], [2.030, 0.145, 0.259], [2.563, 1.104, 0.698], [-1.402, 1.143, 1.907], [0.114, 1.964, 1.458], [-1.444, 2.797, 1.270], [-0.776, 2.071, -0.991], [-2.641, 0.412, -1.577], [-2.748, -0.023, 0.211], [-0.446, -0.700, 1.359], [-1.966, -2.307, 0.275], [-0.737, -2.683, -0.959], [-0.460, -3.119, 0.750], [1.692, -1.808, 0.918], [1.515, -1.549, -0.833], [3.418, 0.984, -1.824], [2.549, 0.977, -2.248], [3.448, 1.590, -0.918]]
}

---

Entry 4:
{
  "formula": "C9H14O",
  "method": "ωB97M-V/def2-TZVPD",
  "energy_ha": -426.553859,
  "gap_ev": 9.44,
  "homo_energy_ev": -8.565,
  "relative_energy_ev": 0.515,
  "charge": 0,
  "lumo_energy_ev": 0.88,
  "species": ["C", "C", "C", "C", "C", "O", "C", "C", "H", "H", "H", "H", "H", "H", "H", "H", "C", "C", "H", "H", "H", "H", "H", "H"],
  "positions_angstrom": [[1.693, 1.089, 2.561], [1.314, 0.757, 1.146], [0.761, 1.703, 0.292], [0.462, 1.452, -1.044], [0.929, 0.250, -1.556], [1.045, 0.192, -2.943], [1.500, -0.731, -0.765], [1.654, -0.475, 0.593], [1.449, 0.281, 3.253], [1.048, 1.870, 2.982], [2.725, 1.432, 2.599], [0.510, 2.670, 0.706], [-0.052, 2.196, -1.630], [0.895, -0.718, -3.241], [1.790, -1.694, -1.163], [2.101, -1.237, 1.224], [-2.145, -1.395, 0.249], [-2.776, -0.881, -1.042], [-2.773, -1.185, 1.110], [-2.050, -2.483, 0.212], [-1.131, -1.047, 0.455], [-3.841, -0.840, -0.836], [-2.555, 0.159, -1.177], [-2.551, -1.364, -1.982]]
}

---

Entry 5:
{
  "formula": "C28H43BFN2O6S",
  "method": "ωB97M-V/def2-TZVPD",
  "energy_ha": -2176.076012,
  "gap_ev": 5.76,
  "homo_energy_ev": -10.295,
  "charge": 1,
  "lumo_energy_ev": -4.53,
  "species": ["C", "C", "C", "C", "C", "C", "N", "C", "B", "N", "O", "C", "F", "C", "C", "O", "O", "C", "C", "C", "C", "C", "C", "C", "C", "C", "S", "H", "H", "H", "H", "H", "H", "H", "H", "H", "H", "H", "H", "H", "H", "H", "H", "H", "H", "H", "H", "H", "H", "H", "H", "H", "C", "C", "O", "C", "H", "H", "H", "H", "H", "H", "C", "C", "O", "C", "H", "H", "H", "H", "H", "H", "C", "C", "O", "C", "H", "H", "H", "H", "H", "H"],
  "positions_angstrom": [[-3.820, -2.202, -3.448], [-3.268, -2.292, -1.932], [-2.077, -3.347, -1.733], [-1.321, -3.270, -0.310], [-1.174, -4.787, 0.277], [-2.013, -2.322, 0.768], [-3.377, -2.462, 1.221], [-4.041, -1.629, 2.189], [-5.633, -1.980, 2.489], [-6.666, -1.126, 1.785], [-5.976, -3.079, 3.349], [-3.290, -0.481, 2.891], [-3.971, 0.290, 3.870], [-1.814, -0.208, 2.513], [-1.015, 0.982, 3.204], [-1.199, 1.145, 4.442], [-0.119, 1.856, 2.535], [-0.838, 2.924, 1.856], [-0.001, 3.658, 0.703], [0.971, 2.705, -0.126], [0.421, 1.703, -1.168], [1.305, 0.712, -1.995], [2.863, 0.716, -1.800], [3.430, 1.734, -0.757], [2.530, 2.719, 0.061], [-1.172, -1.166, 1.436], [0.608, -0.838, 1.048], [-4.703, -1.454, -3.406], [-3.061, -1.758, -4.180], [-4.286, -3.187, -3.818], [-4.163, -2.686, -1.308], [-2.976, -1.248, -1.557], [-1.298, -3.113, -2.557], [-2.378, -4.441, -1.904], [-0.236, -2.948, -0.540], [-0.663, -4.772, 1.314], [-0.428, -5.349, -0.405], [-2.159, -5.361, 0.271], [-3.913, -3.244, 0.794], [-6.666, -1.306, 0.769], [-6.379, -0.131, 1.872], [-5.299, -3.029, 4.075], [-1.081, 3.733, 2.647], [-1.850, 2.605, 1.419], [0.654, 4.486, 1.164], [-0.769, 4.111, -0.029], [-0.713, 1.646, -1.327], [0.863, -0.035, -2.740], [3.557, 0.012, -2.362], [4.552, 1.801, -0.536], [2.987, 3.468, 0.804], [1.183, -2.119, 1.138], [3.236, -0.022, -5.842], [1.893, -0.702, -5.871], [1.065, -0.504, -4.999], [1.612, -1.635, -7.018], [3.298, 0.619, -4.960], [4.030, -0.771, -5.788], [3.359, 0.595, -6.734], [2.334, -2.454, -7.016], [1.663, -1.088, -7.962], [0.609, -2.052, -6.909], [5.156, -3.479, 0.504], [4.103, -3.140, 1.523], [2.927, -3.044, 1.210], [4.554, -2.924, 2.942], [4.687, -3.606, -0.474], [5.885, -2.668, 0.440], [5.652, -4.412, 0.779], [5.256, -2.089, 2.985], [5.023, -3.833, 3.324], [3.689, -2.687, 3.565], [1.718, 8.236, 2.634], [1.143, 6.908, 3.045], [1.455, 5.878, 2.472], [0.166, 6.900, 4.190], [2.405, 8.090, 1.798], [0.917, 8.906, 2.316], [2.270, 8.676, 3.467], [-0.704, 7.510, 3.941], [0.649, 7.280, 5.093], [-0.166, 5.876, 4.376]]
}

---

Entry 6:
{
  "formula": "C5H8O",
  "method": "ωB97M-V/def2-TZVPD",
  "energy_ha": -270.439401,
  "gap_ev": 10.06,
  "homo_energy_ev": -9.096,
  "relative_energy_ev": 3.224,
  "charge": 0,
  "lumo_energy_ev": 0.96,
  "species": ["C", "C", "C", "C", "C", "O", "H", "H", "H", "H", "H", "H", "H", "H"],
  "positions_angstrom": [[0.560, -0.906, -1.221], [-0.073, -0.666, 0.142], [-1.529, -0.476, 0.284], [-0.748, 0.740, 0.442], [0.109, 1.708, 0.654], [1.450, 1.322, 0.599], [0.250, -0.125, -1.922], [1.657, -0.888, -1.186], [0.258, -1.875, -1.642], [0.472, -1.140, 0.966], [-2.109, -0.584, -0.620], [-1.961, -0.850, 1.202], [0.010, 2.777, 0.829], [1.656, 0.962, 1.470]]
}

---

Entry 7:
{
  "formula": "C3H12NO4",
  "method": "ωB97M-V/def2-TZVPD",
  "energy_ha": -477.014562,
  "gap_ev": 11.59,
  "homo_energy_ev": -14.626,
  "relative_energy_ev": 0.347,
  "charge": 1,
  "lumo_energy_ev": -3.04,
  "species": ["C", "C", "C", "O", "O", "N", "H", "H", "H", "H", "H", "H", "H", "H", "H", "H", "O", "H", "H", "O"],
  "positions_angstrom": [[-1.291, -0.971, 0.107], [-0.318, -1.265, -0.971], [0.002, -0.030, -1.763], [1.009, -0.255, -2.596], [-0.532, 1.043, -1.606], [-0.832, 0.094, 1.097], [-2.273, -0.591, -0.206], [-1.704, -1.786, 0.693], [-0.762, -2.045, -1.585], [0.658, -1.619, -0.636], [1.231, 0.538, -3.110], [0.164, -0.013, 1.325], [-1.393, 0.230, 1.917], [-1.004, 0.943, 0.561], [0.419, 3.262, 1.496], [0.103, 3.118, -0.010], [0.110, 2.641, 0.829], [1.805, -1.584, 2.091], [2.696, -0.587, 1.109], [1.912, -1.123, 1.259]]
}

---

Entry 8:
{
  "formula": "C3H4P2",
  "method": "ωB97M-V/def2-TZVPD",
  "energy_ha": -799.233483,
  "gap_ev": 9.47,
  "homo_energy_ev": -9.190,
  "relative_energy_ev": 2.974,
  "charge": 0,
  "lumo_energy_ev": 0.28,
  "species": ["C", "C", "P", "H", "H", "H", "C", "P", "H"],
  "positions_angstrom": [[1.523, -0.098, -0.883], [1.462, -0.613, 0.230], [0.939, -1.069, 1.823], [1.641, 0.215, -1.912], [-0.335, -0.561, 1.316], [1.451, 0.075, 2.581], [-2.273, 0.508, -0.946], [-1.347, 1.774, -1.115], [-3.061, -0.231, -1.094]]
}

---

Entry 9:
{
  "formula": "C3H6N2S",
  "method": "ωB97M-V/def2-TZVPD",
  "energy_ha": -625.516035,
  "gap_ev": 7.61,
  "homo_energy_ev": -8.362,
  "relative_energy_ev": 2.883,
  "charge": 0,
  "lumo_energy_ev": -0.75,
  "species": ["C", "N", "N", "C", "C", "S", "H", "H", "H", "H", "H", "H"],
  "positions_angstrom": [[0.335, 0.509, 2.107], [-0.095, 0.259, 0.688], [0.805, 0.063, -0.214], [0.557, -0.350, -1.434], [-0.671, -0.553, -2.006], [-0.851, -1.092, -3.538], [-0.272, 1.314, 2.538], [0.184, -0.402, 2.786], [1.341, 0.931, 2.091], [-1.141, 0.374, 0.483], [1.407, -0.707, -2.086], [-1.598, -0.345, -1.417]]
}

---

Entry 10:
{
  "formula": "C28H47BrN2NiOP2",
  "method": "ωB97M-V/def2-TZVPD",
  "energy_ha": -6044.301918,
  "gap_ev": [6.66, 6.13],
  "homo_energy_ev": [-13.503, -13.725],
  "spin_multiplicity": 3,
  "charge": 2,
  "lumo_energy_ev": [-6.84, -7.59],
  "species": ["N", "C", "C", "C", "C", "C", "C", "Ni", "P", "C", "C", "C", "C", "C", "C", "C", "Br", "H", "H", "H", "H", "H", "H", "H", "H", "H", "H", "P", "C", "C", "H", "H", "H", "H", "H", "C", "C", "H", "H", "H", "H", "H", "C", "C", "H", "H", "H", "H", "H", "C", "C", "H", "H", "H", "H", "H", "C", "C", "H", "H", "H", "H", "H", "C", "C", "H", "H", "H", "H", "H", "C", "N", "C", "C", "O", "H", "H", "H", "H", "H", "H", "H"],
  "positions_angstrom": [[-5.241, -0.706, 3.446], [-4.132, -0.165, 3.944], [-3.160, 0.429, 3.135], [-3.417, 0.519, 1.743], [-4.602, -0.074, 1.231], [-5.479, -0.681, 2.136], [-2.488, 1.162, 0.869], [-0.463, 0.086, -1.222], [1.627, 0.525, -1.292], [-2.529, 1.043, -0.527], [-2.080, 2.135, -1.366], [-2.289, 2.071, -2.773], [-1.498, 2.854, -3.606], [-0.518, 3.630, -2.980], [-0.557, 3.991, -1.635], [-1.369, 3.227, -0.807], [1.009, 4.243, -4.057], [-1.606, 1.628, 1.317], [-3.124, 0.270, -1.017], [-2.244, 0.837, 3.553], [-4.851, -0.022, 0.170], [-3.996, -0.182, 5.024], [-6.395, -1.128, 1.753], [-3.000, 1.355, -3.174], [-1.390, 3.404, 0.266], [-1.597, 2.857, -4.686], [0.033, 4.830, -1.269], [-0.665, -2.008, -0.434], [2.070, 2.004, -0.316], [2.890, 3.040, -1.067], [2.580, 1.657, 0.596], [1.115, 2.437, 0.017], [3.164, 3.872, -0.405], [3.817, 2.625, -1.481], [2.316, 3.469, -1.899], [1.426, 0.884, -3.093], [2.684, 0.910, -3.953], [0.947, 1.870, -3.144], [0.685, 0.164, -3.494], [2.414, 1.198, -4.978], [3.403, 1.651, -3.580], [3.165, -0.073, -3.992], [2.958, -0.700, -1.070], [4.376, -0.153, -1.216], [2.772, -1.523, -1.779], [2.812, -1.113, -0.061], [5.106, -0.966, -1.101], [4.532, 0.301, -2.203], [4.589, 0.602, -0.448], [0.274, -3.212, 0.606], [1.755, -3.445, 0.349], [-0.260, -4.172, 0.516], [0.139, -2.882, 1.646], [2.038, -4.460, 0.656], [2.028, -3.336, -0.704], [2.364, -2.761, 0.945], [-0.561, -2.777, -2.116], [-1.501, -2.119, -3.121], [-0.785, -3.845, -1.988], [0.486, -2.689, -2.436], [-1.335, -2.557, -4.112], [-2.553, -2.278, -2.854], [-1.333, -1.030, -3.198], [-2.364, -2.582, 0.061], [-2.564, -2.921, 1.541], [-2.580, -3.468, -0.559], [-3.072, -1.796, -0.241], [-3.628, -3.114, 1.727], [-2.011, -3.820, 1.844], [-2.259, -2.085, 2.186], [1.330, 1.289, 4.800], [1.919, 0.180, 4.066], [3.128, -0.453, 4.567], [1.377, -0.173, 2.885], [0.399, 0.388, 2.372], [1.881, 1.391, 5.737], [0.271, 1.093, 5.015], [1.400, 2.226, 4.230], [2.989, -1.540, 4.634], [3.983, -0.259, 3.902], [3.344, -0.048, 5.556], [1.903, -1.032, 2.410]]
}

---

Entry 11:
{
  "formula": "C5H11NO",
  "method": "ωB97M-V/def2-TZVPD",
  "energy_ha": -327.028770,
  "gap_ev": 9.23,
  "homo_energy_ev": -8.883,
  "relative_energy_ev": 2.791,
  "charge": 0,
  "lumo_energy_ev": 0.35,
  "species": ["C", "C", "C", "C", "C", "N", "H", "H", "H", "H", "H", "H", "H", "H", "H", "O", "H", "H"],
  "positions_angstrom": [[-2.168, -0.126, -0.699], [-0.992, -0.666, -1.000], [0.369, -0.210, -0.666], [0.693, 0.786, 0.152], [2.060, 1.448, 0.113], [2.217, 2.235, -1.116], [-3.060, -0.350, -1.256], [-2.224, 0.587, 0.118], [-0.988, -1.510, -1.683], [1.130, -0.717, -1.251], [0.163, 1.084, 1.052], [2.152, 2.115, 0.963], [2.823, 0.668, 0.117], [1.376, 2.315, -1.671], [2.564, 3.160, -0.909], [-1.942, -3.062, 2.600], [-2.017, -2.252, 2.067], [-1.335, -3.562, 2.031]]
}

---

Entry 12:
{
  "formula": "C2H10N2O2P",
  "method": "ωB97M-V/def2-TZVPD",
  "energy_ha": -683.053600,
  "gap_ev": [6.23, 7.10],
  "homo_energy_ev": [-9.346, -14.031],
  "spin_multiplicity": 3,
  "relative_energy_ev": 1.783,
  "charge": 1,
  "lumo_energy_ev": [-3.12, -6.93],
  "species": ["C", "C", "N", "N", "O", "O", "P", "H", "H", "H", "H", "H", "H", "H", "H", "H", "H"],
  "positions_angstrom": [[1.173, 1.724, 0.670], [-1.568, 0.258, 0.581], [2.031, -1.546, -0.130], [-2.142, -0.680, -0.371], [0.229, 0.285, -1.755], [0.673, -1.227, 0.284], [0.206, 0.290, -0.048], [2.238, 1.740, 0.202], [0.721, 2.697, 0.380], [1.064, 1.287, 1.662], [-1.636, 0.165, 1.714], [-1.928, 1.218, 0.452], [2.157, -2.527, 0.242], [2.032, -1.449, -1.150], [-1.509, -1.477, -0.287], [-3.114, -0.789, -0.240], [-0.629, 0.033, -2.205]]
}

---

The calculation returns the following molecular weight values, one per record and in order: 86.07, 697.33, 142.20, 138.21, 565.54, 84.12, 126.13, 102.01, 102.16, 628.24, 101.15, 125.09 g mol⁻¹.
The calculation returns the following maximum force values, one per record and in order: 0.082, 0.040, 0.088, 0.033, 0.101, 0.047, 0.060, 0.070, 0.062, 0.048, 0.034, 0.198 Eh/bohr.